A 11-piece molecular cluster, C73H173N11O18 overall at a distorted geometry, computed with ωB97M-V with the def2-TZVPD basis set.

total energy: -131735.3826 eV
HOMO level: -7.81 eV
energy relative to the best compared isomer or geometry (same formula, charge and spin): 17.4 kcal/mol
lowest unoccupied orbital energy: 0.44 eV

The geometry in XYZ format:
```
275
Properties=species:S:1:pos:R:3:forces:R:3
C -5.0246 21.5619 -1.9376 0.592 0.895 0.064
C -6.2416 21.9916 -2.7706 -0.344 0.537 -0.231
C -5.9176 22.6449 -4.2131 0.178 -0.731 1.229
C -6.9816 20.6550 -2.9957 0.078 0.225 -1.190
C -8.4185 20.7874 -3.4190 -1.374 1.704 2.839
C -9.1568 21.6875 -2.2726 1.757 0.164 -1.667
C -8.4938 23.1157 -2.1290 -0.469 0.328 -0.269
C -8.7896 24.1123 -3.3175 -0.276 -0.355 0.353
C -9.0340 23.7372 -0.8116 0.138 0.185 -0.139
N -7.0546 22.9208 -1.8773 0.293 -2.132 -0.796
O -6.3803 24.1505 -1.7353 -0.076 0.168 -0.135
H -4.3805 22.3980 -1.6652 0.064 0.294 -0.236
H -5.3457 21.1690 -0.9729 -0.326 -0.231 -0.095
H -4.3949 20.8225 -2.4324 -0.244 -0.014 -0.257
H -5.2655 21.9892 -4.7900 0.048 -0.359 0.155
H -6.8252 22.7679 -4.8042 -0.020 0.088 0.189
H -5.3811 23.5922 -4.1586 -0.252 0.147 0.337
H -6.4416 20.1768 -3.8129 0.332 -0.153 -0.033
H -6.8920 19.9538 -2.1660 -0.076 0.318 0.403
H -8.5714 21.3436 -4.3439 0.045 -0.552 -0.259
H -8.9096 19.8176 -3.3390 -0.087 -0.021 -0.750
H -9.0197 21.2098 -1.3026 -0.193 -0.161 -0.072
H -10.2112 21.7637 -2.5378 -0.043 0.230 0.258
H -8.1919 25.0217 -3.2564 0.255 -0.168 0.288
H -9.8214 24.4612 -3.2765 -0.193 -0.168 0.150
H -8.6493 23.7262 -4.3271 0.086 -0.351 0.147
H -8.4560 23.3580 0.0312 -0.003 -0.177 -0.007
H -10.0803 23.5081 -0.6091 -0.094 -0.019 -0.279
H -8.9152 24.8206 -0.7976 -0.035 0.053 -0.108
H -6.1649 24.1362 -0.7999 0.167 0.243 0.099
C -4.7610 13.0804 -5.8561 0.276 1.017 0.448
C -5.6307 13.1939 -7.1092 -1.039 -0.802 0.970
C -6.9507 12.3975 -6.7581 0.406 0.314 -0.897
C -6.0585 14.6923 -7.3470 0.232 -1.494 0.361
C -4.9577 15.5483 -7.9272 0.185 -0.095 -0.865
C -4.4176 14.8999 -9.2088 -1.223 0.469 0.144
C -3.9959 13.4149 -9.0526 0.034 0.512 -0.877
C -3.8335 12.8882 -10.5207 -0.932 -0.853 0.222
C -2.6686 13.3962 -8.3342 0.082 -0.652 1.243
N -5.0496 12.6426 -8.3294 -1.109 1.304 -2.135
O -4.9082 11.2088 -8.3787 0.422 2.146 0.454
H -4.0827 12.2332 -5.7551 -0.377 -0.356 -0.267
H -4.1241 13.9625 -5.7913 0.178 0.151 0.124
H -5.4350 13.1348 -5.0012 0.218 -0.214 0.242
H -7.6459 12.3454 -7.5959 0.211 0.060 -0.404
H -6.7172 11.3641 -6.5019 0.003 0.141 0.311
H -7.5231 12.9156 -5.9886 0.340 -0.084 0.374
H -6.9452 14.5192 -7.9569 0.132 0.798 -0.717
H -6.4539 15.1584 -6.4445 0.141 -0.368 0.406
H -5.3675 16.5305 -8.1627 -0.040 0.175 -0.153
H -4.1170 15.7599 -7.2664 -0.137 -0.303 0.547
H -3.6504 15.5314 -9.6568 0.640 -0.366 0.251
H -5.2164 15.0368 -9.9376 -0.317 -0.659 -0.176
H -4.8258 12.8930 -10.9717 -0.158 0.146 -0.005
H -3.5378 11.8422 -10.6013 0.148 -0.109 0.502
H -3.1841 13.4008 -11.2304 0.228 0.626 0.626
H -2.7253 13.5636 -7.2586 -0.493 0.668 -0.001
H -1.9824 14.1538 -8.7125 0.398 -0.634 -0.347
H -2.3585 12.3538 -8.2599 0.964 0.076 -0.852
H -4.1672 11.1739 -7.7694 0.432 -1.414 0.582
C 5.0468 18.0883 -5.0539 -0.595 0.703 0.356
C 4.1546 18.2968 -6.2669 -0.758 -0.306 -1.763
C 4.5140 19.5963 -7.0703 0.977 -0.679 0.845
C 4.4150 17.1100 -7.2647 1.587 0.178 1.552
C 3.8898 15.7905 -6.7354 -1.598 0.554 -1.058
C 2.3461 15.9968 -6.6533 1.716 -1.490 0.049
C 1.9163 17.0528 -5.6458 -0.388 1.312 -1.285
C 0.4110 17.3041 -5.9967 0.524 -0.505 0.425
C 2.0545 16.5165 -4.2374 -0.134 -0.186 0.592
N 2.6963 18.3063 -5.9637 -0.101 -1.272 -1.550
O 2.2984 19.4056 -5.2139 0.076 0.220 1.366
H 4.6614 18.7220 -4.2552 0.153 0.160 0.148
H 6.0716 18.3907 -5.2694 0.066 -0.296 0.079
H 4.9549 17.0646 -4.6911 0.414 0.069 -0.113
H 5.5192 19.4359 -7.4601 0.220 -0.144 -0.038
H 4.6522 20.4571 -6.4160 -0.531 0.191 -0.037
H 3.9274 19.8037 -7.9653 -0.522 -0.075 0.405
H 4.2106 17.3427 -8.3098 -0.750 -0.107 0.138
H 5.4904 16.9324 -7.2564 0.454 0.597 -0.104
H 4.3546 15.4439 -5.8123 -0.050 0.283 0.048
H 4.1358 15.0575 -7.5037 -0.235 -0.356 0.114
H 1.9127 15.0336 -6.3841 -0.420 0.048 0.093
H 2.0729 16.1984 -7.6891 -0.436 0.384 0.156
H -0.0586 18.1215 -5.4494 0.160 0.103 -0.036
H 0.2634 17.3940 -7.0729 0.204 0.468 -0.003
H -0.1287 16.3915 -5.7435 -0.108 -0.066 0.248
H 1.6051 17.1607 -3.4817 0.119 0.295 -0.034
H 1.5175 15.5710 -4.1612 -0.104 -0.123 -0.080
H 3.0819 16.2987 -3.9454 0.052 0.169 -0.085
H 2.0712 20.1059 -5.8300 -0.069 -0.066 -0.359
C -5.9864 16.2312 -2.3660 -1.132 0.032 -0.808
O -4.6549 16.4954 -2.1013 1.141 -0.331 0.180
C -4.1366 17.7099 -2.5697 0.190 1.545 -0.395
C -3.9224 17.8981 -4.0703 -0.943 0.088 -1.051
C -2.8822 17.0158 -4.7377 0.153 -0.382 0.360
N -3.7477 19.3446 -4.3827 -0.615 -1.080 0.600
H -6.3635 15.4776 -1.6746 0.160 0.014 0.059
H -6.2017 15.8919 -3.3792 0.519 -0.567 -0.297
H -6.6464 17.0983 -2.3430 0.073 0.616 0.689
H -4.8170 18.5208 -2.3097 -0.252 0.149 0.211
H -3.1872 17.9772 -2.1058 0.120 -0.641 0.632
H -4.8861 17.5641 -4.4546 -0.328 0.285 -0.583
H -2.5936 17.4115 -5.7115 -0.029 0.073 -0.011
H -3.2624 16.0078 -4.9029 -0.013 -0.166 0.092
H -1.9865 16.9242 -4.1234 0.213 0.054 0.026
H -2.7857 19.5982 -4.2087 0.317 0.202 0.571
H -3.8150 19.5430 -5.3708 -0.515 -0.350 -0.313
C -8.5050 16.5610 -4.9133 -1.947 0.649 0.847
O -9.0941 15.8179 -5.9235 -0.408 -1.578 -1.456
C -9.3655 16.4874 -7.1460 0.408 -0.628 -0.938
C -9.9801 15.5876 -8.2888 -0.088 0.073 0.689
N -11.4409 15.3778 -8.1932 0.582 0.303 0.173
C -11.9625 14.3058 -9.0660 -0.440 1.334 1.271
C -13.4615 14.0555 -8.7803 1.119 -0.612 -0.389
O -13.6852 13.3102 -7.5854 0.463 -0.230 -0.645
C -15.0552 13.1269 -7.3374 -0.433 0.887 0.617
H -7.5703 17.0965 -5.0798 0.323 -0.325 -0.483
H -8.4916 15.9048 -4.0431 0.551 -0.014 -0.034
H -9.2848 17.2846 -4.6760 0.291 0.810 0.527
H -8.3843 16.8340 -7.4706 0.081 0.256 -0.577
H -10.0068 17.3636 -7.0506 -0.227 0.116 0.454
H -9.4611 14.6337 -8.3820 0.325 -0.326 0.502
H -9.7498 16.0566 -9.2455 -0.116 0.474 -0.007
H -11.6540 15.1837 -7.2252 -0.162 -0.267 0.114
H -11.3460 13.4112 -8.9780 -0.186 -0.405 -0.122
H -11.9163 14.6981 -10.0819 0.098 -0.208 -0.187
H -13.7673 13.5013 -9.6676 -0.596 -0.351 0.031
H -14.0120 14.9962 -8.7691 0.025 0.206 0.152
H -15.2245 12.6687 -6.3630 0.448 -0.116 -0.019
H -15.6383 12.5585 -8.0620 0.405 -0.180 -0.464
H -15.4862 14.1261 -7.2755 -0.491 0.135 -0.020
C -7.8088 12.6331 -2.5723 1.143 0.044 -0.999
O -6.3608 12.3705 -2.7189 -1.837 -0.395 -0.193
C -5.9276 11.3099 -1.8714 1.294 0.915 1.192
C -4.4013 10.9587 -2.0165 -0.732 0.275 0.281
N -3.5567 11.9326 -1.3260 -1.031 -0.065 0.132
C -3.5678 13.2524 -1.9517 0.733 -0.812 0.510
C -2.6142 14.1207 -1.1881 1.256 1.955 -1.116
O -1.2146 13.7950 -1.5332 -1.557 -0.533 0.403
C -0.2322 14.6501 -0.9712 -0.528 -0.793 -0.350
H -8.3573 12.0805 -3.3351 0.021 -0.372 0.117
H -7.9876 13.6785 -2.8239 0.299 0.141 0.140
H -8.2424 12.4401 -1.5910 0.432 -0.199 0.181
H -6.5456 10.4148 -1.8007 -0.235 -0.110 -0.929
H -6.0209 11.7647 -0.8852 0.230 -0.348 0.604
H -4.1092 10.8278 -3.0585 -0.240 0.121 -0.460
H -4.2679 9.9788 -1.5581 0.006 0.004 0.188
H -2.6031 11.6336 -1.1796 0.000 -0.242 -0.244
H -4.5800 13.6560 -1.9741 0.161 0.096 0.197
H -3.2282 13.1588 -2.9833 0.028 0.334 -0.408
H -2.8638 14.2308 -0.1328 0.459 -0.886 0.402
H -2.7192 15.1519 -1.5254 -0.271 0.178 -0.301
H 0.0094 14.2739 0.0229 0.138 0.445 0.261
H -0.5719 15.6858 -0.9771 0.078 0.170 0.200
H 0.6390 14.5430 -1.6175 0.102 0.150 0.108
C 2.7373 19.3918 -1.3704 0.278 0.109 0.019
O 1.3548 19.1426 -1.4089 -0.741 -0.294 -0.326
C 0.6205 20.1379 -2.1070 1.102 1.500 0.318
C -0.6940 19.6844 -2.6043 -0.703 -1.690 -0.643
N -1.2939 20.4796 -3.6817 1.047 -0.079 1.433
C -1.6028 21.8218 -3.2468 -0.176 1.395 -1.145
C -2.0820 22.6501 -4.4604 -0.721 0.490 1.714
O -0.9858 23.0119 -5.2678 -0.380 0.258 -1.141
C -1.4575 23.7636 -6.4140 0.724 -1.046 -0.172
H 3.1800 19.3768 -2.3663 -0.098 0.306 -0.276
H 3.2677 18.6146 -0.8202 -0.456 -0.148 0.219
H 2.9299 20.3409 -0.8701 0.189 0.213 -0.067
H 1.1544 20.5269 -2.9739 0.523 -0.331 -0.278
H 0.4761 21.0342 -1.5038 0.193 0.088 0.620
H -1.4236 19.5396 -1.8076 -0.133 0.252 0.130
H -0.4914 18.6798 -2.9758 -0.257 -0.275 -0.317
H -0.6944 20.4690 -4.4945 0.315 0.253 -0.031
H -0.8306 22.4686 -2.8302 1.127 -0.391 -0.164
H -2.2654 21.8273 -2.3814 -0.787 -0.399 -0.520
H -2.5155 23.5710 -4.0704 -0.142 0.338 0.282
H -2.9271 22.1926 -4.9748 0.276 -0.551 -0.540
H -0.6472 23.8591 -7.1367 0.333 0.101 0.359
H -1.8301 24.7637 -6.1928 -0.142 -0.089 0.400
H -2.1906 23.1665 -6.9565 -0.500 0.105 0.173
C -7.6440 20.7356 1.1951 -1.134 1.069 -0.158
O -7.1831 19.4524 1.0547 1.198 -1.055 0.772
C -5.9524 19.2612 1.7833 -0.086 -0.990 -1.973
C -5.3058 17.9653 1.2659 0.130 0.353 1.984
N -5.6851 16.7822 2.0302 -0.084 0.562 0.453
C -5.2248 15.6016 1.3728 -1.055 -2.313 0.278
C -5.6194 14.2398 2.1594 0.162 3.316 0.025
O -7.0499 14.1333 2.2592 0.745 -0.181 -0.704
C -7.5426 13.3633 1.1812 -0.300 -0.193 0.052
H -8.6401 20.7487 0.7525 -0.079 0.191 0.024
H -7.0421 21.4789 0.6724 0.280 0.058 -0.217
H -7.7424 21.0674 2.2287 0.026 -0.117 0.358
H -6.1034 19.2721 2.8627 -0.062 -0.038 0.054
H -5.2274 20.0152 1.4766 -0.198 0.625 0.211
H -4.2578 18.1044 1.5316 0.410 -0.047 -0.566
H -5.4145 17.8603 0.1865 -0.125 0.116 -0.188
H -6.6717 16.7710 2.2460 -0.157 -0.252 -0.255
H -4.1459 15.6564 1.2277 0.100 -0.072 0.094
H -5.6901 15.5318 0.3896 0.145 -0.185 -0.517
H -5.2836 14.4567 3.1735 0.127 -0.504 0.114
H -5.0923 13.3978 1.7107 -0.364 -0.259 0.005
H -8.6291 13.2861 1.2215 -0.017 -0.094 0.473
H -7.0672 12.3847 1.2473 -0.239 -0.296 -0.282
H -7.3637 13.7812 0.1905 0.508 0.320 -0.108
C -0.7708 13.2237 -5.1828 0.846 -0.164 -0.217
O -0.8802 11.9121 -5.6786 -1.254 -0.822 0.157
C -1.5779 11.0299 -4.7822 -0.029 -0.678 -0.937
C -2.0174 9.7245 -5.5588 0.983 1.597 1.660
N -2.7527 10.0528 -6.7745 0.861 -1.026 0.074
C -2.9829 8.8278 -7.5104 -0.227 -1.291 -2.434
C -1.6759 8.0822 -8.0665 0.733 1.504 0.727
O -0.6892 9.0388 -8.6686 -0.869 -1.341 1.134
C -1.0879 9.5703 -9.9108 -0.742 0.018 0.173
H -0.3624 13.7817 -6.0254 -0.260 0.389 0.097
H -0.0294 13.2581 -4.3845 0.066 0.066 0.330
H -1.6995 13.6404 -4.7931 -0.227 0.016 -0.202
H -2.4641 11.4871 -4.3421 -0.016 0.413 -0.116
H -0.8750 10.7947 -3.9829 -0.130 -0.335 0.286
H -2.6134 9.0922 -4.9008 -0.412 0.250 0.087
H -1.0874 9.1622 -5.6433 0.138 -0.125 -0.866
H -2.0965 10.5499 -7.3596 0.313 0.530 -0.003
H -3.6099 9.0026 -8.3848 0.144 0.786 -0.311
H -3.6961 8.1635 -7.0225 0.637 -0.359 0.795
H -1.7716 7.2278 -8.7366 -0.842 0.298 -0.381
H -1.1826 7.6308 -7.2057 0.462 0.361 -0.024
H -0.2971 10.1710 -10.3602 0.165 -0.105 0.352
H -1.9591 10.2057 -9.7517 -0.176 0.265 -0.272
H -1.3766 8.7992 -10.6250 0.029 -0.255 -0.086
C -4.5848 25.7107 -7.4862 -1.011 -0.444 -1.388
O -4.3302 25.1856 -8.8322 1.344 0.611 0.621
C -5.1955 24.1957 -9.3499 -0.325 -0.293 1.581
C -4.8440 22.8608 -8.6790 -0.001 0.231 -0.720
N -5.7432 21.8029 -9.1250 -0.401 -0.423 0.443
C -5.6700 20.6036 -8.2835 1.014 0.495 1.021
C -4.2742 19.9132 -8.2650 -0.105 0.087 0.375
O -3.4241 20.3723 -7.1773 -2.603 1.509 -1.330
C -2.1013 20.1272 -7.4165 1.301 -1.563 2.127
H -5.5844 26.1348 -7.5817 0.019 0.563 0.467
H -3.8246 26.4362 -7.1966 -0.080 0.118 -0.685
H -4.6334 25.0290 -6.6370 0.154 -0.811 -0.355
H -5.1560 24.0952 -10.4346 0.614 0.431 -0.047
H -6.2218 24.4963 -9.1388 -0.362 -0.252 0.194
H -4.8062 23.0083 -7.5996 -0.332 -0.324 0.043
H -3.8440 22.5749 -9.0051 0.551 0.378 0.265
H -5.3863 21.5817 -10.0435 -0.406 -0.339 -0.326
H -6.5099 19.9171 -8.3899 0.216 -0.142 -0.842
H -5.8362 20.9490 -7.2631 0.117 0.151 0.265
H -3.7402 20.1149 -9.1935 -0.044 0.068 -0.276
H -4.3512 18.8297 -8.1744 -0.140 -0.239 0.030
H -2.0145 19.0507 -7.2685 0.715 -0.595 -1.082
H -1.5981 20.4238 -6.4962 0.321 0.744 -0.168
H -1.5767 20.5276 -8.2840 -0.506 0.083 -0.287
C -14.8462 15.1936 2.1438 0.372 0.750 0.276
O -13.9942 14.2343 1.5751 0.031 0.055 -0.524
C -12.8001 14.0306 2.3078 1.081 -0.268 -0.593
C -11.7419 15.1658 2.2614 -0.027 -0.746 0.141
N -11.1428 15.3359 0.9435 -0.203 0.672 -0.182
C -10.0246 16.3046 0.9356 -0.463 -0.334 -1.155
C -9.6128 16.5665 -0.5312 -0.983 0.014 -0.295
O -10.6888 17.2162 -1.2885 0.500 0.812 0.729
C -10.8149 18.6148 -0.9721 0.246 -0.010 0.146
H -14.3966 16.1862 2.1157 0.373 0.201 0.293
H -15.0447 14.9288 3.1824 -0.313 0.083 0.153
H -15.7664 15.3762 1.5889 -0.024 -0.907 -0.170
H -12.2874 13.1855 1.8484 -0.280 -0.155 -0.276
H -13.0309 13.6873 3.3163 -0.055 0.460 0.405
H -10.8587 14.8688 2.8270 -0.382 -0.195 0.835
H -12.1778 16.0527 2.7213 0.168 0.521 -0.065
H -11.8393 15.7314 0.3282 -0.182 -0.133 -0.411
H -9.1854 15.9176 1.5136 0.091 -0.068 -0.003
H -10.3264 17.2663 1.3506 0.070 0.236 0.318
H -9.4550 15.6527 -1.1041 -0.104 -0.300 0.337
H -8.6758 17.1179 -0.6085 -0.041 0.478 0.178
H -11.3453 19.2198 -1.7075 0.099 -0.699 -0.755
H -9.8255 19.0573 -0.8574 0.151 0.050 0.073
H -11.3982 18.8518 -0.0823 0.103 -0.554 0.543
```
Positions in Å, forces in eV/Å.